Record 1
Computed, not measured: C44H45Cl5LiN7O2SSe as an isolated structure at a distorted geometry, with wB97M-V/def2-TZVPD.

Geometry (Å):
Se 2.7121 -1.0720 1.2950
Cl -3.0236 -4.5164 -1.6499
Cl -2.2639 -3.8435 1.2736
Cl -1.7458 -2.9264 -3.9839
Cl -0.2364 -1.6031 1.8683
Cl 0.2082 -0.5797 -3.3473
S -1.5761 2.4551 -1.1926
O 4.6385 3.0742 -1.3809
O 4.4682 -3.7819 -1.5064
N 2.5572 2.1019 -1.3857
N 2.5541 -2.8682 -0.6225
N 2.6881 -0.9295 3.0498
N 1.9828 0.4631 1.0548
N 3.8317 -0.3668 -1.0339
N -2.8729 0.4014 -0.2907
N -2.0504 1.9580 1.3057
C 1.7584 -3.9539 -0.9447
C 2.1274 -3.4552 -3.3825
C 5.8591 0.8133 -0.6007
C 3.8637 2.1091 -1.2380
C 1.3635 2.0037 4.8044
C 1.4061 3.4279 -3.0272
C 4.5014 0.7771 -0.9269
C 4.5054 -1.5100 -0.8883
C -4.3213 3.5787 2.4689
C -2.6054 2.1249 3.6844
C -4.9474 -0.8315 -0.5309
C 1.9551 3.3063 -1.7384
C -6.1895 -1.3914 0.1596
C 1.7058 1.0221 2.2342
C -0.6227 -1.9269 0.2138
C 1.1064 2.2755 2.4157
C 0.5823 5.6247 -2.4934
C 1.4748 -4.2469 -2.2952
C 5.8766 -1.5555 -0.6430
C 1.9098 0.7524 4.6574
C -1.3232 -2.5288 -2.3565
C -1.8914 -3.2595 -1.3224
C 6.5587 -0.3672 -0.4597
C -7.1572 -1.9686 -0.8666
C -0.4292 -1.5096 -2.0542
C 1.8941 4.4130 -0.8731
C -2.0583 1.2404 2.5622
C -4.0771 2.5170 3.5336
C 1.1878 -4.7537 0.0577
C 1.5496 -4.5448 1.4996
C 1.6189 2.3475 -4.0489
C 1.1901 5.5440 -1.2566
C 3.8038 -2.8361 -1.0497
C 0.9712 2.7632 3.6898
C -3.8975 -0.3032 0.4438
C 0.6115 -5.2822 -2.6039
C 0.7149 4.5720 -3.3793
C -1.5394 -2.9467 -0.0194
C 0.3273 -5.7849 -0.2868
C 0.0183 -6.0407 -1.6098
C 2.1096 0.2382 3.3658
C -0.0124 -1.1589 -0.7717
C 2.6065 4.4355 0.4500
C -2.1783 1.5096 0.0359
Li 1.7483 0.2023 -0.9225
H 6.3724 -2.5153 -0.5933
H -3.7131 4.4596 2.6603
H -1.0328 0.9477 2.8208
H -4.4395 2.8986 4.4934
H 0.5565 3.7506 3.8460
H 1.9493 4.7941 1.2458
H 0.7935 2.8203 1.5398
H 2.1030 -3.6097 1.6203
H -6.6901 -2.7996 -1.3880
H -2.8030 0.1745 -1.2707
H -3.4637 -1.1435 0.9968
H -1.9943 3.0265 3.7462
H -4.4945 -1.6124 -1.1437
H -5.2431 -0.0155 -1.1940
H -4.3684 0.3918 1.1449
H -4.6646 1.6272 3.2970
H -2.6502 0.3340 2.4796
H -0.0933 -6.4074 0.4958
H -8.0677 -2.3265 -0.3914
H 0.2864 4.6460 -4.3710
H 1.1389 6.3887 -0.5776
H 3.1742 -3.7477 -3.4632
H -2.4848 1.5748 4.6192
H -7.4286 -1.2116 -1.5998
H 1.6406 -3.6112 -4.3446
H 0.6681 1.9285 -4.3778
H 2.2292 1.5577 -3.6152
H 2.1874 -5.3634 1.8420
H 6.3309 1.7798 -0.4958
H -0.6661 -6.8383 -1.8670
H -4.0642 3.2019 1.4855
H 3.4626 5.1117 0.3880
H 7.6170 -0.3613 -0.2230
H 2.2047 0.1583 5.5113
H 2.9770 3.4475 0.7075
H -5.8975 -2.1701 0.8663
H -1.4558 2.7776 1.3316
H 0.4049 -5.5073 -3.6439
H -5.3693 3.8750 2.4636
H 2.1189 -2.3956 -3.1332
H 0.6601 -4.5238 2.1313
H -6.6864 -0.5999 0.7273
H 2.1286 2.7520 -4.9264
H 0.0273 6.5101 -2.7726
H 1.2168 2.4156 5.7964

## Properties
Multiplicity: 1
Calculated total energy, Ha: -7345.71898
Frontier orbital gap, eV: 6.41
Total charge: -2
Lowest unoccupied orbital energy, eV: 3.93
E_HOMO, eV: -2.481

Results of the Mulliken charge analysis, in e, for atoms 1 through 6: 0.584, -0.209, -0.230, -0.221, -0.241, -0.165



Record 2
Computed, not measured: C44H45N7O10S2 as an isolated structure at a distorted geometry, with wB97M-V/def2-TZVPD.

Geometry (Å):
S -6.9068 3.3699 -0.6489
S -1.9288 -3.1678 0.4993
O -3.6163 -4.9195 8.2781
O 7.0755 -3.8611 2.0790
O 3.6769 -2.5952 -3.6829
O -1.7805 6.4727 2.4000
O 1.3009 2.6702 -3.7163
O 8.3735 -4.6533 3.6093
O -0.3298 4.9045 2.7033
O 3.1644 3.5533 -4.3493
O 5.6305 -3.1741 -2.9722
O -4.8832 -4.0926 6.7399
N -3.8723 -4.6610 7.1147
N -1.3963 5.4475 2.9362
N 8.1026 -4.4101 2.4478
N 4.4561 -2.8922 -2.7946
N -1.0368 -1.7815 0.2094
N -3.4013 -2.8926 -0.2960
N 1.9657 3.3785 -4.4593
C -2.2298 -5.1745 3.7961
C 2.9844 -3.0087 1.1702
C -0.7403 4.5339 -6.7669
C -1.8691 3.6629 4.5722
C 9.7224 -4.9259 -0.8822
C -3.5197 5.3886 4.1902
C -4.3632 4.7793 5.1091
C -2.2504 3.8090 -1.7165
C 4.8118 -3.2313 -0.3779
C -0.0940 3.9046 -5.7119
C -0.8422 4.2313 -1.0611
C -1.7512 -5.7490 6.4787
C -1.8235 -0.9443 -0.5855
C 2.1267 -2.6879 0.1232
C -2.2799 4.8211 3.9247
C -6.2858 1.0797 -2.1380
C 8.8112 -4.5292 0.0867
C -3.9633 3.6161 5.7562
C -0.8434 -6.1515 5.5086
C -4.9572 1.1532 -3.0534
C -2.1255 2.5385 -2.6557
C 9.0729 -4.8076 1.4223
C -2.7169 3.0608 5.4918
C 2.6079 -2.6390 -1.1785
C 1.3567 5.4692 -7.4992
C -3.1622 -1.6359 -0.8214
C 1.2762 4.0611 -5.5612
C -3.7968 0.4844 -2.2055
C -1.0841 -5.8670 4.1695
C 11.1403 -5.8638 0.8267
C 4.3262 -3.2759 0.9208
C -0.0298 0.9470 -0.8454
C 10.8826 -5.5957 -0.5127
C -2.8986 -5.0661 6.0951
C 10.2351 -5.4677 1.8015
C 2.0083 4.8446 -6.4444
C 3.9479 -2.9176 -1.4191
C -7.1859 2.3920 -2.2243
C -0.0148 5.3115 -7.6615
C -2.4199 1.1587 -1.9844
C -1.4640 0.4102 -1.1565
C -3.3950 3.7428 -0.6240
C -3.1435 -4.7711 4.7602
C -4.1302 -0.8352 -1.6431
H -0.9330 4.3948 0.0651
H 12.0469 -6.3850 1.1104
H -5.1329 -1.3028 -1.8563
H -4.7322 2.2028 -3.3702
H -0.5083 5.2345 -1.4764
H -2.5080 4.6813 -2.3967
H -8.2726 2.1154 -2.2129
H 0.4999 0.1569 -0.2243
H -1.8098 4.4155 -6.8948
H 0.0518 -6.6904 5.7958
H 2.6048 -3.0515 2.1856
H 5.8563 -3.4439 -0.5611
H -4.0344 -4.2348 4.4579
H 11.5892 -5.9114 -1.2724
H -6.9271 3.0310 -3.1128
H -1.5543 -5.9756 7.5190
H 0.6154 1.0753 -1.7663
H -6.0312 0.9471 -1.0439
H -0.0413 1.8701 -0.2034
H -1.0452 2.5117 -3.0522
H -2.4080 2.1555 6.0007
H -4.1019 4.6141 -0.8032
H 10.4454 -5.6814 2.8418
H -2.4117 -4.9524 2.7511
H 3.0769 4.9738 -6.3270
H 4.9920 -3.5227 1.7393
H -0.3758 -6.1876 3.4131
H -0.0145 3.5154 -1.3285
H 9.5266 -4.7162 -1.9271
H 1.9187 6.0775 -8.1980
H -5.1750 0.4679 -3.9295
H 1.9321 -2.3883 -1.9869
H -4.0340 2.8214 -0.6471
H -2.9865 3.9162 0.4164
H 7.9098 -4.0110 -0.2126
H -4.6268 3.1392 6.4694
H -6.8705 0.1534 -2.4323
H -0.6683 3.2985 -5.0231
H -0.9014 3.2205 4.3710
H -8.0725 3.2557 0.0819
H -3.8408 6.2944 3.6915
H -5.3352 5.2096 5.3192
H -2.8065 2.6685 -3.5382
H 1.0815 -2.4786 0.3219
H -0.5202 5.7962 -8.4897

## Properties
Multiplicity: 1
Calculated total energy, Ha: -3635.15073
Frontier orbital gap, eV: 7.51
Total charge: 0
Lowest unoccupied orbital energy, eV: -0.89
E_HOMO, eV: -8.403

Results of the Mulliken charge analysis, in e, for atoms 1 through 6: -0.211, 0.137, -0.599, -0.618, -0.610, -0.596



Q: What is the formula in the second record?
A: C44H45N7O10S2



Q: Among the records above, which one has the highest lowest unoccupied orbital energy?
A: C44H45Cl5LiN7O2SSe